(1)
C3H9NO2 | wB97M-V/def2-TZVPD

The geometry in XYZ format:
```
15
C3H9NO2 (wB97M-V/def2-TZVPD)
C -1.36174 -0.03011 0.85150
C -0.89379 -0.80743 -0.38345
C 0.27481 0.18732 -0.99499
O 1.47698 -0.06583 -0.94281
N -2.48472 -0.91859 1.39775
H -1.57367 0.94855 0.51721
H -0.57679 0.09360 1.69122
H -1.71166 -0.67693 -1.08239
H -0.40583 -1.77324 -0.01526
H -0.14990 1.04609 -1.61568
H -3.46495 -0.54174 1.40566
H -2.32580 -1.28773 2.35609
H 3.83878 0.85496 -0.68845
H 4.91616 1.26856 -1.62271
O 4.44212 1.70250 -0.87370
```

Properties
frontier orbital gap = 10.237 eV
SMILES = NCCC=O.O
multiplicity = 1

---

(2)
C3H2NS3 | wB97M-V/def2-TZVPD

The geometry in XYZ format:
```
9
C3H2NS3 (wB97M-V/def2-TZVPD)
C 0.56022 0.73312 0.82861
C 0.03817 -0.54826 0.60626
C 0.20613 -1.13377 -0.64717
N 1.59298 1.20126 0.28463
S -0.79047 -1.51044 1.70805
S -2.59730 -0.76391 -2.75793
S -0.76918 -1.39813 -1.98104
H -0.07917 1.32970 1.41226
H 1.83861 2.09043 0.54633
```

Properties
frontier orbital gap = 6.657 eV
charge = -1
multiplicity = 1

---

(3)
C10H15N2 | wB97M-V/def2-TZVPD

The geometry in XYZ format:
```
27
C10H15N2 (wB97M-V/def2-TZVPD)
C -1.52438 3.18684 1.36478
C -1.16651 -0.05656 -0.46276
C -0.65269 1.18705 -0.06172
C -1.58786 1.77822 0.85133
C -2.63233 0.92519 0.90865
C -0.51207 -0.78062 -1.45814
C 0.63670 -0.27566 -2.03818
C 1.17638 0.96280 -1.60059
C 0.55529 1.67188 -0.60450
N -2.36935 -0.22926 0.17113
H -0.95297 -1.65943 -1.92416
H 1.11984 -0.76430 -2.87561
H -3.12386 -0.74696 -0.24814
H 2.07024 1.33298 -2.07382
H -3.53853 0.94101 1.48752
H 0.93422 2.60917 -0.24330
H -1.50595 3.84181 0.49768
H -0.57896 3.36686 1.88479
H -2.30858 3.44616 2.06734
C 2.61480 -2.68249 0.96007
N 1.39578 -2.48349 0.12575
H 1.36896 -3.08447 -0.69595
H 0.58650 -2.69484 0.70617
H 1.24760 -1.51911 -0.22907
H 2.51704 -3.58612 1.55297
H 2.75008 -1.82540 1.59452
H 3.48060 -2.86128 0.34322
```

Properties
frontier orbital gap = 7.969 eV
charge = +1
multiplicity = 1

---

(4)
C6H9N | wB97M-V/def2-TZVPD

The geometry in XYZ format:
```
16
C6H9N (wB97M-V/def2-TZVPD)
C -0.72340 1.86122 -0.45067
C -0.50814 0.38360 -0.43606
C 0.38106 -0.21247 -1.39239
C 1.66735 -0.42660 -0.47977
C 1.39269 -1.02389 0.67919
C -0.04347 -1.35358 1.13767
N -0.91133 -0.29912 0.64516
H 0.27069 2.32052 -0.52734
H -1.18531 2.22802 0.47000
H -1.31197 2.19313 -1.31036
H 0.56553 0.42318 -2.26005
H 0.08821 -1.21460 -1.71627
H 2.17977 -1.40317 1.33038
H -0.33008 -2.33064 0.72785
H -0.17651 -1.40637 2.22406
H -1.35507 0.26077 1.35860
```

Properties
frontier orbital gap = 7.570 eV
multiplicity = 1

---

Energy above the lowest of the compared OMol25 structures with the same formula, charge and spin values (in kcal/mol) by entry order: 64.2 69.2 15.6 86.9.
HOMO values (in eV) by entry order: -9.35 -4.03 -11.24 -6.90.
Lowest unoccupied orbital energy values (in eV) by entry order: 0.89 2.63 -3.27 0.67.